P) The following is a quantum chemistry calculation of a 4-piece molecular cluster, C4H12N4O8 overall, from the OMol25 dataset.

Its HOMO energy is -10.8 eV. The LUMO energy comes out at -0.53 eV. The orbital gap is 0.3767 Eh. The SMILES is C[N+](=O)[O-].C[N+](=O)[O-].C[N+](=O)[O-].C[N+](=O)[O-].

Each line ends with the natural charge from an NBO analysis.
Positions of all 28 atoms, in Å:
C -1.971 0.078 3.315  -0.481
N -0.998 -0.385 2.279  0.537
O -0.795 0.332 1.314  -0.402
O -0.524 -1.490 2.428  -0.364
H -1.507 -0.085 4.281  0.238
H -2.864 -0.515 3.143  0.247
H -2.181 1.128 3.147  0.231
C 0.367 2.697 -1.510  -0.486
N 0.171 2.403 -2.957  0.536
O -0.177 3.324 -3.667  -0.367
O 0.317 1.254 -3.313  -0.381
H 1.000 1.914 -1.111  0.226
H -0.618 2.625 -1.051  0.239
H 0.748 3.703 -1.397  0.236
C -0.719 -1.120 -1.629  -0.479
N -1.826 -2.108 -1.494  0.533
O -2.969 -1.700 -1.463  -0.389
O -1.503 -3.279 -1.457  -0.375
H -0.287 -1.199 -2.619  0.249
H -0.067 -1.288 -0.785  0.239
H -1.168 -0.131 -1.603  0.215
C 2.386 -0.341 1.187  -0.486
N 2.674 -1.599 0.469  0.534
O 3.127 -2.506 1.135  -0.365
O 2.427 -1.647 -0.718  -0.375
H 1.753 -0.534 2.042  0.238
H 1.889 0.354 0.519  0.219
H 3.318 0.114 1.516  0.233



Q) The following is a quantum chemistry calculation of a 4-piece molecular cluster, C4H12N4O8 overall, from the OMol25 dataset.

Its HOMO energy is -11.0 eV. The LUMO energy comes out at -0.39 eV. The orbital gap is 0.3888 Eh. The SMILES is C[N+](=O)[O-].C[N+](=O)[O-].C[N+](=O)[O-].C[N+](=O)[O-].

Each line ends with the natural charge from an NBO analysis.
Positions of all 28 atoms, in Å:
C 1.364 2.840 -0.331  -0.498
N 2.056 4.124 -0.632  0.533
O 2.024 4.526 -1.773  -0.355
O 2.653 4.642 0.290  -0.386
H 1.920 2.391 0.486  0.234
H 1.198 2.310 -1.262  0.234
H 0.363 2.943 0.098  0.237
C -1.344 1.555 -3.116  -0.482
N -0.714 2.804 -3.674  0.533
O -0.989 3.861 -3.161  -0.373
O 0.010 2.647 -4.636  -0.379
H -0.636 0.745 -3.225  0.241
H -2.286 1.450 -3.641  0.236
H -1.473 1.751 -2.055  0.222
C -0.492 -3.054 4.354  -0.497
N -0.849 -4.100 3.380  0.529
O -1.902 -3.974 2.798  -0.373
O -0.114 -5.057 3.337  -0.365
H -0.614 -3.435 5.365  0.245
H -1.239 -2.268 4.274  0.231
H 0.521 -2.706 4.184  0.234
C 0.366 -2.261 0.396  -0.516
N -0.238 -1.542 -0.753  0.540
O -1.004 -2.163 -1.442  -0.361
O 0.016 -0.381 -0.946  -0.403
H 1.425 -2.035 0.397  0.244
H 0.310 -3.303 0.060  0.245
H -0.332 -2.310 1.226  0.251



Of them, P) has the highest stability.



P) The following is a quantum chemistry calculation of a 2-piece molecular cluster, C9H18N3 overall, from the OMol25 dataset.

Its HOMO energy (alpha / beta) is -12.7 / -12.8 eV. The LUMO energy (alpha / beta) comes out at -5.68 / -5.44 eV. The orbital gap (alpha / beta) is 0.2577 / 0.2692 Eh. Its total charge is +1.

Each line ends with the natural charge from an NBO analysis.
Positions of all 30 atoms, in Å:
C 0.451 3.587 0.616  -0.106
C -0.526 2.956 1.339  0.144
C 0.336 1.398 0.032  0.325
C -1.271 3.588 2.523  -0.618
C 1.491 -0.263 -2.480  -0.604
C 0.614 -3.150 0.623  -0.525
C -1.473 -1.569 0.226  -0.660
C 0.778 -1.317 -1.718  -0.324
C 0.049 -1.600 0.486  -0.103
N 0.956 2.550 -0.150  -0.542
N -0.628 1.607 0.888  -0.556
N 0.907 -1.105 -0.385  -0.050
H 1.031 4.544 0.691  0.261
H -1.062 3.067 3.349  0.220
H -0.675 4.540 2.501  0.239
H -2.320 3.649 2.444  0.234
H 0.799 0.371 -3.188  0.235
H 2.023 0.403 -1.805  0.224
H 2.218 -0.721 -3.134  0.231
H 0.009 -3.859 0.019  0.229
H 1.603 -3.036 0.267  0.229
H 0.472 -3.398 1.687  0.249
H -1.809 -0.714 -0.373  0.228
H -1.995 -1.682 1.189  0.241
H -1.573 -2.448 -0.470  0.227
H -0.189 -1.350 -2.037  0.203
H 1.166 -2.361 -1.927  0.287
H 0.209 -1.233 1.535  0.221
H 1.775 2.632 -0.692  0.427
H -1.287 0.936 1.190  0.432



Q) The following is a quantum chemistry calculation of a 2-piece molecular cluster, C9H18N3 overall, from the OMol25 dataset.

Its HOMO energy (alpha / beta) is -11.8 / -11.8 eV. The LUMO energy (alpha / beta) comes out at -4.02 / -4.02 eV. The orbital gap (alpha / beta) is 0.2870 / 0.2870 Eh. Its total charge is +1.

Each line ends with the natural charge from an NBO analysis.
Positions of all 30 atoms, in Å:
C -0.123 2.035 0.210  -0.230
C 0.055 1.899 -1.113  0.005
C 1.935 0.508 -0.652  0.405
C 0.662 1.284 1.177  0.295
C 1.029 1.638 2.627  -0.619
C -2.358 -3.039 -0.464  -0.583
C 1.275 0.930 -2.925  -0.451
C -1.747 -2.292 0.761  -0.399
C -0.902 -1.094 0.350  -0.215
N 1.049 0.986 -1.546  -0.366
N 1.823 0.686 0.660  -0.512
N -0.361 -0.415 1.520  -0.660
H -0.862 2.772 0.655  0.273
H -0.408 2.461 -1.811  0.236
H 2.866 -0.023 -0.858  0.243
H 1.244 0.851 3.285  0.254
H 0.179 2.215 3.019  0.234
H 1.846 2.249 2.446  0.219
H -3.124 -3.651 -0.207  0.217
H -2.839 -2.453 -1.120  0.201
H -1.582 -3.504 -0.901  0.197
H 2.345 0.612 -3.198  0.240
H 0.818 0.056 -3.499  0.247
H 1.033 1.960 -3.489  0.249
H -1.155 -2.884 1.301  0.209
H -2.694 -1.992 1.235  0.212
H 0.059 -1.343 -0.376  0.134
H -1.391 -0.379 -0.324  0.167
H 2.457 0.073 1.101  0.445
H -1.126 -0.144 2.136  0.350



Of them, Q) has the highest stability.